DFT (wB97M-V/def2-TZVPD) results for 2 unconnected molecules or ions with the total composition C3H7BrN at a distorted geometry.

total energy: -74746.3696 eV
charge: +1
multiplicity: 1
highest occupied orbital energy: -15.0933 eV
gap between HOMO and LUMO: 8.630 eV
max |F|: 4.24 eV/A

XYZ file:
```
12
Properties=species:S:1:pos:R:3:forces:R:3
C -0.1244 0.6384 -1.2274 -1.3 1.8 -1.9
C 0.3333 1.4317 0.0379 -1.8 -2.2 1.4
C 0.9304 0.2145 -0.4103 -0.4 0.4 0.9
N -0.6907 -1.4159 0.9698 1.4 0.7 0.6
Br 2.3094 -0.8166 -0.2875 1.3 -0.9 0.0
H -1.1040 0.2003 -1.1277 0.0 -0.5 -0.3
H 0.1038 1.0927 -2.2919 -0.3 -0.9 2.3
H 0.7449 2.3226 -0.1329 2.5 3.3 -1.0
H -0.1346 1.5748 1.0499 -0.2 -1.0 -1.2
H -0.6440 -2.1881 0.3540 -1.2 -0.7 -1.4
H -1.5906 -1.2002 1.3806 -0.2 -0.4 -0.4
H -0.1335 -1.8543 1.6856 0.3 0.5 1.0
```
Positions in Å, forces in eV/Å.

---

DFT (wB97M-V/def2-TZVPD) results for a molecular structure, C14H36ClIMoOP3 at a distorted geometry.

total energy: -67467.9911 eV
charge: +3
multiplicity: 3
highest occupied orbital energy (spin up / spin down): -19.4018 / -19.3536 eV
gap between HOMO and LUMO (spin up / spin down): 7.010 / 7.141 eV
max |F|: 4.11 eV/A

XYZ file:
```
57
Properties=species:S:1:pos:R:3:forces:R:3
C -0.0877 0.4184 -6.2862 0.0 -0.3 -0.3
C -0.0875 0.6804 -4.7933 0.2 4.1 0.2
H -0.0858 1.3940 -6.8199 0.0 -0.5 0.6
H -0.9596 -0.1700 -6.6138 0.1 0.2 0.4
H 0.7895 -0.1688 -6.6081 -0.2 0.2 0.4
O -0.0501 1.7348 -4.2172 -0.1 -3.5 -1.2
I -0.1493 -1.1922 -3.4395 0.0 -0.4 -0.9
Mo 0.0002 -0.5093 -0.7878 -0.1 -3.3 -0.9
P 2.3730 -0.0120 -0.9795 2.9 1.3 -0.2
C 3.0525 1.4813 -0.1304 -0.5 0.1 0.3
C 3.2062 -1.4606 -0.2712 -0.4 -0.5 0.3
H 4.2776 -1.3864 -0.4894 -0.2 0.1 0.0
H 4.3106 0.2938 -2.4258 -0.7 -0.1 0.1
H 2.7880 -2.3570 -0.7362 0.3 0.1 0.0
H 3.1511 -0.8966 -3.1178 0.0 0.4 0.2
H 2.7771 1.4855 0.9396 0.2 0.0 -0.6
H 3.0470 -1.5353 0.8047 0.1 0.0 -0.2
C 3.2367 0.0758 -2.6015 -0.6 0.0 -0.5
H 4.1599 1.4950 -0.2261 -0.7 -0.1 0.0
H 2.7967 0.8646 -3.2387 0.3 -0.3 0.3
H 2.6251 2.3831 -0.6022 0.3 -0.3 0.1
P -2.3652 0.1643 -0.8536 -2.3 0.6 -0.1
C -3.1640 1.3808 0.2606 0.5 0.1 0.3
C -3.1544 0.6058 -2.4346 0.6 0.0 -0.5
H -2.5922 -2.2698 -1.0681 -0.4 0.2 -0.1
H -4.1709 -1.4063 -0.8482 0.1 0.0 -0.2
H -3.1195 -1.7381 0.5269 0.0 0.0 -0.3
C -3.1258 -1.4776 -0.5308 0.3 -0.2 0.3
H -2.9706 -0.1748 -3.1835 -0.1 0.2 0.2
H -4.2375 0.7058 -2.2754 0.3 0.0 0.1
H -4.2569 1.2874 0.1931 0.3 -0.1 -0.1
H -2.8816 2.3914 -0.0658 -0.1 -0.2 0.0
H -2.7354 1.5479 -2.8045 -0.2 -0.1 0.0
H -2.8644 1.2646 1.3070 -0.1 0.0 -0.2
Cl 0.1041 -2.8277 -0.4898 -0.1 1.8 -0.1
C 2.4529 -0.1724 2.9765 0.7 0.3 0.3
C 1.2253 -1.0174 2.6981 0.6 -0.4 -0.4
P -0.0398 -0.2807 1.5575 -0.4 0.5 3.3
C -1.4821 -1.2160 2.2710 -0.6 -0.1 -0.2
C -1.5438 -1.3975 3.7924 0.1 -0.1 0.6
C -0.1372 1.5173 2.0021 0.0 0.1 -0.3
C -0.4628 1.6989 3.4782 -0.1 0.1 0.6
H 3.2153 -0.2227 2.1980 -0.1 0.0 0.1
H 2.9489 -0.5010 3.9040 -0.3 0.0 -0.3
H 2.2221 0.8850 3.1120 0.0 0.0 0.1
H 1.5005 -1.9655 2.2149 0.0 0.0 0.2
H 0.7631 -1.3100 3.6542 -0.1 0.4 -0.6
H -2.4524 -0.8235 1.9436 0.5 0.2 0.0
H -1.3634 -2.2062 1.8082 -0.2 0.2 0.0
H -1.2012 -0.5212 4.3428 0.0 -0.3 0.0
H -2.5813 -1.5538 4.1260 0.3 -0.1 -0.3
H -0.9492 -2.2674 4.0999 -0.3 0.3 0.0
H 0.8080 2.0121 1.7303 -0.1 -0.3 0.1
H -0.8902 2.0252 1.3875 0.1 -0.2 0.0
H 0.2251 1.1291 4.1142 -0.2 0.2 -0.1
H -0.4136 2.7428 3.7973 0.2 0.0 -0.3
H -1.4813 1.3732 3.6983 0.1 0.0 0.0
```
Positions in Å, forces in eV/Å.